[1]
Density functional theory data (ωB97M-V/def2-TZVPD) for an isolated ion of composition CH5NOP and charge -1 at a distorted geometry.

Last column: Mulliken charge in e.
CARTESIAN COORDINATES (ANGSTROEM)
O: -2.5325 -0.1203 -0.1800  -0.734
N: -1.1946 -0.2790 -0.2521  -0.043
C: -0.2999 0.5838 -0.0907  -0.367
P: 1.3772 0.1850 -0.0610  -0.428
H: -0.9079 -1.2696 -0.4569  0.309
H: -0.4489 1.5622 0.1582  0.508
H: 1.0410 1.1402 1.0107  -0.106
H: 1.3223 -1.0296 -1.1317  -0.072
H: 1.6432 -0.7725 1.0035  -0.066

Output
SMILES: [O-]NC=[PH3]
E_HOMO: -2.14 eV
E: -512.28645 a.u.
spin multiplicity: 1
net charge: -1
Kohn-Sham gap: 6.994 eV

[2]
Density functional theory data (ωB97M-V/def2-TZVPD) for an isolated ion of composition CH5NOP and charge -1 at a distorted geometry.

Last column: Mulliken charge in e.
CARTESIAN COORDINATES (ANGSTROEM)
C: -0.7325 -0.7362 0.0278  -0.786
N: 0.5680 -0.4479 0.7371  -0.563
P: 1.8394 -0.1807 -0.3064  0.275
O: 3.2968 -0.0283 0.1087  -0.686
H: -0.4532 -0.9710 -0.9361  0.326
H: -1.1191 -1.6779 0.4083  0.234
H: -1.5571 -0.0161 0.0267  0.205
H: 1.8663 -1.3846 -1.0949  -0.023
H: 1.6620 0.6976 -1.3856  0.017

Output
SMILES: CN=[PH2][O-]
E_HOMO: -3.03 eV
E: -512.45575 a.u.
spin multiplicity: 1
net charge: -1
Kohn-Sham gap: 7.694 eV

[3]
Density functional theory data (ωB97M-V/def2-TZVPD) for a 2-piece molecular cluster, CH5NOS overall at a distorted geometry.

Last column: Mulliken charge in e.
CARTESIAN COORDINATES (ANGSTROEM)
N: -0.0280 -2.0239 0.5280  -0.363
C: -0.8657 -2.1972 -0.5651  0.112
O: -1.0385 -1.4183 -1.4559  -0.485
H: 0.7372 -1.3937 0.3925  0.216
H: -0.4674 -2.3905 1.3492  0.239
H: -1.3877 -3.1701 -0.4917  0.286
S: 0.7731 2.5472 0.6521  -0.272
H: 1.7449 1.6346 0.7573  0.119
H: 1.1165 3.0584 -0.5350  0.148

Output
SMILES: NC=O.S
E_HOMO: -9.79 eV
E: -569.26667 a.u.
spin multiplicity: 1
net charge: 0
Kohn-Sham gap: 10.524 eV

[4]
Density functional theory data (ωB97M-V/def2-TZVPD) for a 2-piece molecular cluster, CH5NOS2 overall at a distorted geometry.

Last column: Mulliken spin population.
CARTESIAN COORDINATES (ANGSTROEM)
S: -3.4146 -1.1710 -0.6961  0.460
S: -4.3256 -3.0696 -1.1643  0.485
H: -2.1759 -1.4566 -1.0511  0.007
H: -5.2793 -2.3672 -1.7994  0.023
C: 3.0342 0.9379 0.6473  0.029
N: 1.9016 1.6225 0.9518  0.032
O: 3.6572 0.9957 -0.3991  -0.009
H: 3.5969 0.6010 1.5356  0.000
H: 1.1212 1.5821 0.3100  -0.015
H: 1.8843 2.3251 1.6653  -0.012

Output
E_HOMO (alpha / beta): 0.01 / -3.63 eV
E: -967.43416 a.u.
spin multiplicity: 2
⟨S²⟩: 0.754
net charge: -1
Kohn-Sham gap (alpha / beta): 2.915 / 6.511 eV